# 1
The following is a quantum chemistry calculation of CH3BrO2 as an isolated structure, from OMol25.

* HOMO: -10.007 eV
* frontier orbital gap: 9.1 eV

Element x y z (Å)
C1 0.539930 -0.593026 -0.083189
O1 0.197162 0.558205 -0.625554
O2 -1.420205 0.931947 -0.406671
Br1 -1.594656 2.028761 0.918140
H1 1.676393 -0.687537 -0.538244
H2 0.106527 -1.546236 -0.356171
H3 0.494849 -0.692114 1.091689

Cartesian forces (eV/Å) of the 3 atoms listed first:
C 3.124 -2.911 2.558
O -3.101 2.907 -0.884
O 2.559 -2.176 -1.556

---

# 2
The following is a quantum chemistry calculation of a 2-piece molecular cluster, CH3BrO2 overall, from OMol25.

* HOMO (spin up / spin down): -9.561 / -9.555 eV
* frontier orbital gap (spin up / spin down): 9.4 / 9.4 eV

Element x y z (Å)
C1 -0.777036 -0.499601 -0.289155
O1 1.762843 0.373932 0.096588
O2 0.937347 -0.462711 0.771710
Br1 -1.539654 1.111503 0.242870
H1 -0.598017 -0.386922 -1.333297
H2 -1.350122 -1.362828 -0.057447
H3 1.564640 1.226627 0.568731

Cartesian forces (eV/Å) of the 3 atoms listed first:
C 2.412 1.041 1.573
O 0.179 1.917 0.432
O -3.770 -1.638 -1.792

---

# 3
The following is a quantum chemistry calculation of an isolated ion of composition CH3BrO2P and charge -1, from OMol25.

* structure (SMILES): C[P@](=O)([O-])Br
* HOMO: -5.210 eV
* charge: -1
* frontier orbital gap: 8.9 eV

Element x y z (Å)
C1 0.838188 -0.459977 0.025592
P1 -0.642643 0.606169 -0.012985
O1 -0.841418 1.265083 -1.310418
O2 -0.907019 1.414096 1.233493
Br1 -2.147541 -1.237377 0.056913
H1 0.927357 -1.227676 0.717937
H2 1.149364 -0.790591 -1.014904
H3 1.623709 0.430270 0.304374

Cartesian forces (eV/Å) of the 3 atoms listed first:
C 2.451 4.111 -1.985
P -1.135 0.615 1.633
O 0.340 -0.208 -0.949

---

# 4
The following is a quantum chemistry calculation of a 2-piece molecular cluster, CH3BrP2 overall, from OMol25.

* HOMO: -9.670 eV
* frontier orbital gap: 9.0 eV

Element x y z (Å)
C1 1.509603 -0.146693 -0.431330
P1 -4.076698 -0.373947 1.420787
P2 -3.303661 0.392753 -0.210188
Br1 0.766481 1.344112 0.645363
H1 2.247138 -0.603424 0.232759
H2 0.707914 -0.758599 -0.437598
H3 2.149224 0.145797 -1.219795

Cartesian forces (eV/Å) of the 3 atoms listed first:
C 2.635 1.626 3.047
P 1.258 1.240 -2.645
P -1.227 -1.236 2.647

---

# 5
The following is a quantum chemistry calculation of a 2-piece molecular cluster, CH3Cl2N4 overall, from OMol25.

* HOMO: -15.422 eV
* charge: +1
* frontier orbital gap: 9.6 eV

Element x y z (Å)
C1 -0.321729 -0.990870 -0.860804
N1 0.841756 -1.350403 -0.520067
N2 0.052890 0.103654 0.945604
N3 -0.809629 -0.068630 0.007087
N4 1.024560 -0.665920 0.596838
Cl1 -2.356639 0.575933 0.075958
Cl2 0.820715 2.626936 -0.284945
H1 -1.012351 -1.238273 -1.725750
H2 0.042398 1.859967 0.522626
H3 1.718032 -0.852397 1.243456

Cartesian forces (eV/Å) of the 3 atoms listed first:
C -4.090 0.493 -3.311
N 1.589 -0.800 0.646
N 0.188 -0.424 1.091

---

# 6
The following is a quantum chemistry calculation of a single CH3Cl2O2P molecule, from OMol25.

* structure (SMILES): O=[P@](O)(Cl)CCl
* HOMO: -11.005 eV
* frontier orbital gap: 11.3 eV

Element x y z (Å)
O1 1.094715 0.227166 -1.841559
P1 0.535213 0.421341 -0.482928
O2 -0.434017 1.639630 -0.273372
Cl1 2.031379 0.522294 0.986274
C1 -0.610396 -0.863212 0.159623
Cl2 0.020784 -2.455153 -0.079260
H1 -0.173263 1.964014 0.560242
H2 -1.705765 -0.583900 -0.259151
H3 -0.758654 -0.872183 1.230134

Cartesian forces (eV/Å) of the 3 atoms listed first:
O -0.785 0.302 1.772
P 0.897 -2.167 -1.457
O 0.064 0.346 -1.119

---

# 7
The following is a quantum chemistry calculation of a single CH3Cl2OP molecule, from OMol25.

* structure (SMILES): CP(=O)(Cl)Cl
* HOMO: -10.827 eV
* frontier orbital gap: 11.2 eV

Element x y z (Å)
C1 -0.980098 -0.068693 -0.220413
P1 0.794804 0.030928 0.447570
O1 1.283987 0.019021 1.964688
Cl1 1.581221 1.616759 -0.440020
Cl2 1.620588 -1.582307 -0.578659
H1 -1.573945 -0.855331 0.108258
H2 -1.694517 0.849498 0.082440
H3 -1.032040 -0.009877 -1.363866

Cartesian forces (eV/Å) of the 3 atoms listed first:
C -0.576 4.112 -0.891
P 1.099 -1.300 4.386
O -2.612 -0.098 -5.573

---

# 8
The following is a quantum chemistry calculation of a 2-piece molecular cluster, CH3Cl2OP overall, from OMol25.

* structure (SMILES): O=CCl.PCl
* HOMO: -9.554 eV
* frontier orbital gap: 10.2 eV

Element x y z (Å)
O1 1.201412 -0.827835 -0.771481
C1 2.186843 -0.582653 -0.169754
Cl1 2.868833 -1.544538 1.132438
H1 2.824952 0.326819 -0.447588
P1 -2.460936 0.301242 0.567713
Cl2 -2.445162 -0.123250 -1.389648
H2 -3.140174 1.612411 0.430367
H3 -1.035767 0.837806 0.647953

Cartesian forces (eV/Å) of the 3 atoms listed first:
O -0.091 -0.393 0.456
C 0.691 1.469 -1.117
Cl -0.141 0.056 -0.061

---

# 9
The following is a quantum chemistry calculation of a 2-piece molecular cluster, CH3Cl2OP overall, from OMol25.

* HOMO (spin up / spin down): -7.866 / -8.140 eV
* frontier orbital gap (spin up / spin down): 7.1 / 8.4 eV

Element x y z (Å)
C1 -0.472209 -0.282206 1.062639
O1 -0.488593 0.784214 0.358567
P1 -0.988668 0.764097 -1.216014
Cl1 -0.752944 -1.925945 0.376932
Cl2 2.250159 -0.046402 -0.640523
H1 -0.631258 -0.119615 2.081391
H2 1.525790 -1.147404 -0.688751
H3 -0.442275 1.973260 -1.334241

Cartesian forces (eV/Å) of the 3 atoms listed first:
C 0.322 -1.871 -0.092
O -0.608 -0.055 -0.635
P -0.732 -1.235 -0.666

---

# 10
The following is a quantum chemistry calculation of a 2-piece molecular cluster, CH3Cl2P overall, from OMol25.

* structure (SMILES): C=PCl.Cl
* HOMO: -9.975 eV
* frontier orbital gap: 9.8 eV

Element x y z (Å)
C1 0.132687 -1.200367 -1.918088
P1 0.400148 -0.882395 -0.299563
Cl1 1.559853 0.776061 -0.336649
H1 0.680906 -0.436092 -2.508888
H2 -0.325977 -2.072044 -2.319597
Cl2 1.168516 1.588676 2.794180
H3 1.764882 1.760532 1.663662

Cartesian forces (eV/Å) of the 3 atoms listed first:
C 1.802 2.002 1.259
P -1.058 -1.435 -0.449
Cl 0.521 0.592 -0.768

---

# 11
The following is a quantum chemistry calculation of a single CH3Cl2PS molecule, from OMol25.

* structure (SMILES): CSP(Cl)Cl
* HOMO: -9.193 eV
* frontier orbital gap: 9.5 eV

Element x y z (Å)
C1 -1.112163 -0.655560 -0.562650
S1 0.484195 0.044199 -1.029749
P1 1.478548 0.089497 0.864603
Cl1 2.899399 1.328208 0.195536
Cl2 0.304990 1.356308 2.064393
H1 -1.157235 -0.320755 0.439762
H2 -1.072771 -1.700264 -0.732739
H3 -1.824964 -0.141634 -1.239155

Cartesian forces (eV/Å) of the 3 atoms listed first:
C 0.478 1.220 -1.446
S 0.814 0.464 0.032
P -0.814 -0.548 -0.096

---

# 12
The following is a quantum chemistry calculation of a 2-piece molecular cluster, CH3Cl2PS overall, from OMol25.

* HOMO (spin up / spin down): -7.594 / -7.578 eV
* frontier orbital gap (spin up / spin down): 3.6 / 3.5 eV

Element x y z (Å)
C1 0.011402 -0.148512 0.329101
P1 -0.578850 -3.029015 0.752545
S1 -0.762990 -1.175576 1.563004
Cl1 -1.311936 -3.896049 2.382280
Cl2 -0.977984 2.370081 2.231693
H1 -0.620917 -0.198698 -0.583128
H2 1.150669 -0.199039 0.205819
H3 -0.170830 0.877413 0.795775

Cartesian forces (eV/Å) of the 3 atoms listed first:
C 0.671 1.681 -0.496
P -0.227 1.845 1.089
S 0.759 -0.875 -0.759

---

# 13
The following is a quantum chemistry calculation of a single CH3Cl3FNP2S molecule, from OMol25.

* HOMO (spin up / spin down): -8.987 / -8.988 eV
* frontier orbital gap (spin up / spin down): 7.4 / 7.4 eV

Element x y z (Å)
C1 -0.116284 0.027026 0.248138
N1 -2.208493 -1.347499 -1.447926
F1 -1.256003 3.415657 -3.914720
P1 -1.499793 -0.131169 -0.997831
P2 -1.821483 2.780270 -2.510223
S1 -0.389073 1.347341 -2.609785
Cl1 -2.410844 1.701025 -0.275318
Cl2 -3.696190 2.495526 -3.038725
Cl3 -1.645963 4.439587 -1.465953
H1 0.431231 1.071603 0.150996
H2 -0.560388 0.145339 1.184140
H3 0.460750 -0.810449 0.201252

Cartesian forces (eV/Å) of the 3 atoms listed first:
C -0.734 4.209 -1.616
N -0.275 -0.073 -0.134
F -1.228 0.116 1.109

---

# 14
The following is a quantum chemistry calculation of a 2-piece molecular cluster, CH3Cl3O overall, from OMol25.

* structure (SMILES): ClC(Cl)Cl.O
* HOMO: -11.354 eV
* frontier orbital gap: 11.6 eV

Element x y z (Å)
Cl1 0.000000 0.000000 0.000000
C1 -1.287455 0.227346 1.231280
Cl2 -0.776994 -0.305694 2.817726
Cl3 -1.987589 1.930402 1.232573
H1 -2.106917 -0.454948 0.926611
O1 -1.194289 4.166387 3.873479
H2 -1.051850 3.197248 3.779997
H3 -1.065612 4.524665 2.966101

Cartesian forces (eV/Å) of the 3 atoms listed first:
Cl -0.505 0.417 0.632
C -0.898 -0.180 -0.865
Cl 0.118 0.344 0.018

---

# 15
The following is a quantum chemistry calculation of a 2-piece molecular cluster, CH3ClIN overall, from OMol25.

* structure (SMILES): [H]/N=C\Cl.I
* HOMO: -10.033 eV
* frontier orbital gap: 10.6 eV

Element x y z (Å)
H1 -2.557267 0.186059 -0.480525
N1 -1.942549 0.176377 -1.278550
C1 -0.714481 0.074342 -0.970706
Cl1 -0.021192 0.409046 0.594254
H2 0.056049 -0.266174 -1.622042
I1 3.631351 0.289423 1.854585
H3 4.379335 1.719745 1.910046

Cartesian forces (eV/Å) of the 3 atoms listed first:
H -0.175 0.849 0.453
N 1.983 -1.245 -0.198
C -2.144 0.298 0.201

---

# 16
The following is a quantum chemistry calculation of a 2-piece molecular cluster, CH3ClIOP overall, from OMol25.

* HOMO (spin up / spin down): -8.913 / -8.247 eV
* frontier orbital gap (spin up / spin down): 6.1 / 5.0 eV

Element x y z (Å)
C1 -0.898355 -0.006340 -0.135122
O1 -0.290981 -1.200850 0.180418
P1 1.174720 -1.421961 0.708454
Cl1 1.375354 1.213540 -1.990823
I1 1.753793 0.412901 2.065818
H1 -1.811512 -0.135321 -0.777816
H2 -0.145978 0.567207 -0.698001
H3 -1.157041 0.570824 0.647072

Cartesian forces (eV/Å) of the 3 atoms listed first:
C -1.075 0.345 -3.872
O 1.399 -1.585 0.737
P -0.644 0.218 -0.743

---

# 17
The following is a quantum chemistry calculation of a single CH3ClN2O molecule, from OMol25.

* structure (SMILES): O=CNNCl
* HOMO: -10.110 eV
* frontier orbital gap: 10.7 eV

Element x y z (Å)
O1 -0.604894 -1.397505 -0.227846
C1 -0.968748 -0.266945 -0.439920
N1 -0.343254 0.702225 0.190556
N2 1.024571 0.212695 0.808621
Cl1 2.114344 -0.293267 -0.451031
H1 -1.705004 0.036236 -1.147456
H2 -0.301828 1.614360 -0.059101
H3 0.784814 -0.607798 1.326178

Cartesian forces (eV/Å) of the 3 atoms listed first:
O -1.069 -1.335 -0.581
C 0.579 -1.518 -0.211
N 4.228 -2.741 3.358

---

# 18
The following is a quantum chemistry calculation of a 2-piece molecular cluster, CH3ClN2S overall, from OMol25.

* HOMO (spin up / spin down): -8.546 / -8.517 eV
* frontier orbital gap (spin up / spin down): 7.3 / 7.3 eV

Element x y z (Å)
C1 -0.979316 -1.122864 -1.499597
N1 0.469285 0.313021 -0.054226
N2 -0.439641 -0.710648 -0.390536
S1 -1.379674 -3.790169 -1.349782
Cl1 -0.943601 -0.063054 -2.739289
H1 0.567792 0.829205 -0.946675
H2 0.360638 0.985084 0.652064
H3 -0.621537 -1.337081 0.390371

Cartesian forces (eV/Å) of the 3 atoms listed first:
C -0.123 -1.909 2.058
N 1.124 -0.368 -4.251
N -0.688 -0.780 2.164

---

# 19
The following is a quantum chemistry calculation of a 2-piece molecular cluster, CH3ClO2P overall, from OMol25.

* HOMO: -4.549 eV
* charge: -1
* frontier orbital gap: 8.3 eV

Element x y z (Å)
C1 -0.074605 0.148613 0.221390
O1 -0.968400 0.304858 2.841730
O2 -0.895560 2.457715 1.534929
P1 -0.587324 1.024515 1.630000
Cl1 2.893025 0.813270 1.100512
H1 -0.343970 -0.816896 0.425765
H2 -0.312555 0.594843 -0.842432
H3 1.083880 0.228971 0.050744

Cartesian forces (eV/Å) of the 3 atoms listed first:
C 2.303 2.695 -3.573
O 0.414 -1.200 -0.133
O 0.486 -0.151 -0.788

---

# 20
The following is a quantum chemistry calculation of a 2-piece molecular cluster, CH3ClOS overall, from OMol25.

* structure (SMILES): CCl.O=S
* HOMO: -8.968 eV
* frontier orbital gap: 6.4 eV

Element x y z (Å)
C1 0.824244 0.695692 0.005029
Cl1 -0.080643 2.001194 -0.794534
H1 0.643905 -0.236819 -0.530875
H2 1.886398 0.939497 -0.014042
H3 0.478826 0.606992 1.034728
O1 -1.592874 -1.437579 0.551282
S1 -2.159857 -2.568977 -0.251589

Cartesian forces (eV/Å) of the 3 atoms listed first:
C 0.196 -0.243 0.111
Cl -0.027 0.027 -0.023
H -0.007 0.191 0.117

---

Max |F| (computed, eV/A): 5.0; 4.5; 5.2; 4.3; 5.3; 2.8; 6.2; 2.1; 2.2; 3.0; 2.0; 2.2; 4.6; 1.5; 2.3; 4.0; 6.1; 4.4; 5.0; 1.1
ΔE to the lowest compared entry with this formula, charge and spin (computed, eV): 5.4328; 5.1384; 0.0000; 0.3144; 0.5066; 0.3239; 0.8635; 2.8454; 5.2656; 1.7685; 0.3917; 3.7886; 2.2438; 0.0000; 0.1996; 2.2056; 1.4888; 5.0514; 1.4358; 1.9166